1.
{"formula": "C4H7N3", "method": "the ωB97M-V functional and the def2-TZVPD basis", "de_lowest_kcal_mol": 91.32, "homo_energy_ev": -9.354, "orbital_gap_ev": 10.30, "total_charge": 0, "symbols": ["C", "N", "C", "C", "C", "N", "N", "H", "H", "H", "H", "H", "H", "H"], "xyz": [[-0.33540, -0.80810, 2.61413], [-0.91203, -0.13590, 1.45277], [-0.11645, -1.15492, -1.07994], [0.18265, -0.18107, -1.72210], [0.54464, 0.94547, -2.58059], [0.08378, 1.76650, 0.49323], [-0.34158, 0.86490, 1.03368], [0.73986, -0.63605, 2.72948], [-0.50412, -1.88006, 2.48765], [-0.85548, -0.48384, 3.52013], [-0.40348, -2.01033, -0.51175], [-0.25756, 1.68853, -2.62015], [1.44865, 1.44572, -2.22178], [0.72653, 0.57914, -3.59475]], "forces_ev_per_angstrom": [[0.0899, -0.0632, 0.2137], [-0.0229, 0.3294, -0.0878], [0.1286, 0.2812, -0.4031], [-0.0915, -0.5397, 0.1209], [0.0273, 0.0342, -0.0834], [-0.4284, -0.9269, 0.7564], [0.2800, 0.7144, -0.4248], [-0.1314, 0.0358, -0.0746], [0.0103, 0.1626, 0.0263], [0.1093, -0.0592, -0.0253], [0.0527, 0.1423, -0.1133], [0.0994, -0.1284, 0.0376], [-0.1285, -0.0975, -0.0171], [0.0053, 0.1150, 0.0747]], "lowdin_charge": [-0.106, -0.026, 0.061, -0.230, -0.134, 0.220, -0.241, 0.075, 0.066, 0.069, 0.022, 0.075, 0.072, 0.075]}


2.
{"formula": "C2H3N3S", "method": "the ωB97M-V functional and the def2-TZVPD basis", "de_lowest_kcal_mol": 21.70, "homo_energy_ev": -10.009, "orbital_gap_ev": 10.55, "total_charge": 0, "symbols": ["C", "C", "H", "H", "H", "N", "N", "N", "S"], "xyz": [[0.33383, 1.04283, -0.14903], [1.34624, -0.73882, -0.08707], [-2.61707, -0.37505, 1.00926], [-0.03532, 2.06775, -0.08026], [2.25042, -1.37794, -0.13510], [-0.59729, -0.02284, -0.13044], [1.52094, 0.59847, -0.07513], [0.12473, -1.15107, -0.17114], [-2.32648, -0.04333, -0.18109]], "forces_ev_per_angstrom": [[-3.5611, 0.5323, 0.9260], [2.1174, -1.2683, -0.5528], [-0.0042, -0.5525, 2.3467], [0.2948, -0.3551, -0.2040], [-1.1038, 0.1672, 0.1915], [0.5186, 1.3019, -0.1894], [1.0657, 0.4439, -0.1870], [-0.5164, -1.1454, 0.4404], [1.1889, 0.8759, -2.7714]], "lowdin_charge": [-0.209, -0.257, -0.195, 0.119, 0.119, -0.509, 0.073, 0.023, 0.835]}


3.
{"formula": "C4H7NO3", "method": "the ωB97M-V functional and the def2-TZVPD basis", "de_lowest_kcal_mol": 52.74, "homo_energy_ev": -9.595, "orbital_gap_ev": 9.69, "smiles": "C[C@@H](O)C(=O)C(N)=O", "total_charge": 0, "symbols": ["C", "C", "O", "C", "O", "C", "N", "O", "H", "H", "H", "H", "H", "H", "H"], "xyz": [[-1.28779, 0.63726, 1.44568], [-1.17839, -0.10491, 0.14191], [-0.91083, 0.90075, -1.06679], [0.05706, -0.94484, 0.05276], [0.15581, -2.15795, 0.05489], [1.16041, -0.01901, -0.61406], [2.06837, -0.71815, -1.38344], [1.47373, 1.02333, -0.04252], [-0.48553, 1.37538, 1.54497], [-2.25217, 1.14400, 1.53434], [-1.18516, -0.05853, 2.28659], [-2.06972, -0.65589, -0.15769], [-0.43664, 1.71466, -0.81048], [1.84509, -1.66183, -1.67698], [3.04578, -0.47426, -1.30917]], "forces_ev_per_angstrom": [[-0.3037, 0.2399, 0.4624], [0.6233, 2.6529, -1.3605], [-1.5590, -1.8128, 1.4105], [0.0505, -0.8012, -3.3241], [-0.1088, 1.6812, 0.7853], [3.0845, -1.6196, 2.5216], [-1.0023, 0.2221, -0.1094], [-0.3695, -0.2145, -0.7611], [-0.0903, -0.1975, -0.1282], [0.1214, -0.0648, -0.0319], [-0.1090, 0.0305, -0.1218], [0.1521, 0.0933, 0.0252], [-0.2512, -0.7635, 0.5718], [0.0394, 0.3037, 0.2516], [-0.2776, 0.2503, -0.1915]], "lowdin_charge": [-0.041, -0.223, -0.077, -0.256, 0.123, -0.445, 0.167, 0.032, 0.086, 0.087, 0.096, 0.153, 0.083, 0.102, 0.113]}


What is the formula in the first record?
C4H7N3


Please write out number 1 again, unchanged.
{"formula": "C4H7N3", "method": "the ωB97M-V functional and the def2-TZVPD basis", "de_lowest_kcal_mol": 91.32, "homo_energy_ev": -9.354, "orbital_gap_ev": 10.30, "total_charge": 0, "symbols": ["C", "N", "C", "C", "C", "N", "N", "H", "H", "H", "H", "H", "H", "H"], "xyz": [[-0.33540, -0.80810, 2.61413], [-0.91203, -0.13590, 1.45277], [-0.11645, -1.15492, -1.07994], [0.18265, -0.18107, -1.72210], [0.54464, 0.94547, -2.58059], [0.08378, 1.76650, 0.49323], [-0.34158, 0.86490, 1.03368], [0.73986, -0.63605, 2.72948], [-0.50412, -1.88006, 2.48765], [-0.85548, -0.48384, 3.52013], [-0.40348, -2.01033, -0.51175], [-0.25756, 1.68853, -2.62015], [1.44865, 1.44572, -2.22178], [0.72653, 0.57914, -3.59475]], "forces_ev_per_angstrom": [[0.0899, -0.0632, 0.2137], [-0.0229, 0.3294, -0.0878], [0.1286, 0.2812, -0.4031], [-0.0915, -0.5397, 0.1209], [0.0273, 0.0342, -0.0834], [-0.4284, -0.9269, 0.7564], [0.2800, 0.7144, -0.4248], [-0.1314, 0.0358, -0.0746], [0.0103, 0.1626, 0.0263], [0.1093, -0.0592, -0.0253], [0.0527, 0.1423, -0.1133], [0.0994, -0.1284, 0.0376], [-0.1285, -0.0975, -0.0171], [0.0053, 0.1150, 0.0747]], "lowdin_charge": [-0.106, -0.026, 0.061, -0.230, -0.134, 0.220, -0.241, 0.075, 0.066, 0.069, 0.022, 0.075, 0.072, 0.075]}